A molecular structure, C27H32MoN4O4PS3. Source: OMol25; level of theory: ωB97M-V/def2-TZVPD.

- LUMO (spin up / spin down) (hartree) = -0.25048 / -0.27800
- maximum force (eV/Å) = 0.4
- ΔE to the lowest compared entry with this formula, charge and spin (eV) = 0.226
- expectation value of S² = 0.769
- DFT total energy (eV) = -86310.0756
- highest occupied orbital energy (spin up / spin down) (eV) = -13.7 / -13.7

Structure (ORCA input):
```
! RIJCOSX wB97M-V def2-TZVPD def2/J DEFGRID3
* xyz 2 2
Mo 0.025 0.084 -1.214
N -2.277 -1.551 -3.774
C -1.130 -1.239 -3.223
S -0.069 -0.021 -3.752
N -0.883 -1.827 -1.980
N 0.438 -1.769 -1.700
C 1.535 -2.378 -1.983
C 1.605 -3.685 -2.612
C 0.628 -4.637 -2.301
C 0.675 -5.882 -2.900
C 1.671 -6.168 -3.826
C 2.627 -5.215 -4.155
C 2.607 -3.975 -3.544
C 2.657 -1.506 -1.590
C 3.970 -1.912 -1.476
C 4.923 -0.979 -1.077
C 4.520 0.311 -0.792
C 3.174 0.640 -0.896
N 2.259 -0.239 -1.293
H -2.612 -1.061 -4.589
H -2.859 -2.260 -3.349
H -0.138 -4.408 -1.570
H -0.061 -6.632 -2.644
H 1.700 -7.142 -4.297
H 3.386 -5.440 -4.891
H 3.333 -3.223 -3.823
H 4.239 -2.939 -1.676
H 5.960 -1.268 -0.980
H 5.225 1.064 -0.473
H 2.816 1.628 -0.639
C -2.157 5.900 -2.979
C -2.133 4.396 -2.956
O -2.137 3.962 -1.552
P -1.343 2.791 -0.912
S 0.495 2.485 -1.709
S -2.260 1.006 -1.161
O -1.185 3.181 0.587
C -2.186 3.909 1.384
C -3.398 3.056 1.661
H -2.213 6.236 -4.015
H -1.255 6.315 -2.532
H -3.029 6.282 -2.451
H -1.244 3.985 -3.435
H -3.022 3.960 -3.409
H -2.432 4.824 0.850
H -1.646 4.158 2.292
H -3.953 2.832 0.749
H -4.066 3.600 2.329
H -3.114 2.122 2.146
C -0.665 -0.039 6.999
C -0.512 -0.060 5.510
C -1.354 -0.823 4.710
C -1.230 -0.860 3.332
C -2.205 -1.713 2.566
C -0.211 -0.077 2.730
C 0.653 0.721 3.528
C 1.757 1.577 2.969
C 0.483 0.700 4.897
C -0.060 -0.078 1.298
O -0.629 -0.908 0.500
O 0.630 0.794 0.637
H -1.414 -0.752 7.335
H -0.964 0.956 7.334
H 0.282 -0.272 7.487
H -2.134 -1.410 5.178
H -2.966 -2.091 3.245
H -1.707 -2.564 2.102
H -2.697 -1.157 1.769
H 2.439 1.000 2.343
H 2.332 2.009 3.786
H 1.361 2.387 2.357
H 1.146 1.293 5.516
*
```